# C33H92N4O15

11 unconnected molecules or ions with the total composition C33H92N4O15 at a distorted geometry (ωB97M-V with the def2-TZVPD basis set, the Open Molecules 2025 dataset).

Element x y z (Å)
1 C -3.2951 -17.5358 -4.7313
2 C -4.1378 -18.8038 -4.7792
3 C -5.4676 -18.6704 -4.0578
4 O -6.0888 -19.9153 -4.1150
5 C -7.3253 -20.0235 -3.4418
6 N -4.3288 -19.3268 -6.1008
7 H -3.2768 -17.1778 -3.7020
8 H -3.7700 -16.7319 -5.2938
9 H -2.2614 -17.6495 -5.0578
10 H -3.4838 -19.5565 -4.3389
11 H -6.0516 -17.9170 -4.5863
12 H -5.2513 -18.3368 -3.0429
13 H -7.6892 -21.0281 -3.6572
14 H -8.0603 -19.3551 -3.8903
15 H -7.1369 -19.8183 -2.3880
16 H -4.9596 -18.6625 -6.5261
17 H -4.8513 -20.1845 -5.9940
18 C -1.4476 -22.1591 -4.7723
19 C -2.4572 -22.5443 -5.8367
20 C -3.8775 -22.8774 -5.3316
21 O -4.7492 -22.8832 -6.4424
22 C -6.0419 -23.4545 -6.2825
23 N -2.3517 -21.4597 -6.8007
24 H -1.2603 -22.9035 -3.9984
25 H -1.8080 -21.2544 -4.2826
26 H -0.5214 -21.8792 -5.2742
27 H -2.0766 -23.4671 -6.2746
28 H -4.1928 -22.1481 -4.5855
29 H -3.9065 -23.7781 -4.7184
30 H -6.0412 -24.4571 -5.8550
31 H -6.5229 -23.5200 -7.2584
32 H -6.6758 -22.7317 -5.7688
33 H -3.1279 -21.5990 -7.4318
34 H -2.7193 -20.6403 -6.3385
35 C -4.3635 -17.9086 -0.3963
36 C -5.1912 -17.8077 0.9286
37 C -6.6780 -18.3380 1.0240
38 O -7.6023 -17.5931 0.1267
39 C -8.8945 -18.1401 0.2647
40 N -4.4208 -18.4468 1.9807
41 H -3.3623 -17.4785 -0.4219
42 H -4.8686 -17.4069 -1.2217
43 H -4.2201 -18.9524 -0.6754
44 H -5.1782 -16.7571 1.2189
45 H -7.1155 -18.1446 2.0034
46 H -6.7190 -19.4095 0.8287
47 H -8.9086 -19.0931 -0.2642
48 H -9.6499 -17.5304 -0.2310
49 H -9.0960 -18.1573 1.3358
50 H -3.4605 -18.1401 1.9189
51 H -4.3815 -19.4370 1.7853
52 C -0.5711 -14.9692 -1.9123
53 C 0.8644 -15.4208 -2.2370
54 C 1.2848 -14.9302 -3.6257
55 O 1.1808 -13.5057 -3.6773
56 C 1.4300 -13.0215 -4.9831
57 N 1.7496 -14.8897 -1.1461
58 H -1.2225 -15.5042 -2.6033
59 H -0.6146 -13.8836 -2.0006
60 H -0.8634 -15.2961 -0.9144
61 H 0.9276 -16.5051 -2.3289
62 H 0.5583 -15.3866 -4.2980
63 H 2.3239 -15.1698 -3.8513
64 H 0.5810 -13.3233 -5.5965
65 H 2.3568 -13.3265 -5.4690
66 H 1.4088 -11.9319 -4.9608
67 H 1.5701 -13.8960 -1.1277
68 H 2.7430 -14.9730 -1.3080
69 C -1.0325 -19.0849 -2.1859
70 C -0.0963 -20.1800 -1.6610
71 C -0.8233 -21.4636 -1.2160
72 O 0.7461 -20.5401 -2.7436
73 H -0.5231 -18.1396 -2.3728
74 H -1.8720 -19.0244 -1.4932
75 H -1.5031 -19.2813 -3.1492
76 H 0.5894 -19.8444 -0.8830
77 H -1.3362 -21.3046 -0.2675
78 H -0.1479 -22.2614 -0.9071
79 H -1.5486 -21.7170 -1.9892
80 H 1.0223 -19.8397 -3.3392
81 C 0.2287 -22.5184 2.4792
82 C 1.1325 -23.6913 2.2150
83 C 1.8559 -23.7386 0.7920
84 O 2.1357 -23.7842 3.1918
85 H -0.1494 -22.5507 3.5011
86 H -0.5952 -22.4834 1.7664
87 H 0.8171 -21.6009 2.4838
88 H 0.5869 -24.6311 2.3003
89 H 2.7625 -24.3419 0.8391
90 H 2.0770 -22.7858 0.3110
91 H 1.1839 -24.3045 0.1468
92 H 2.7705 -23.0666 3.1308
93 C 4.2107 -17.8374 -0.0292
94 C 3.4750 -19.0780 -0.1369
95 C 4.2845 -20.2562 -0.6997
96 O 3.0719 -19.4607 1.1156
97 H 5.1830 -18.0360 0.4216
98 H 3.7271 -17.0194 0.5046
99 H 4.4498 -17.5481 -1.0526
100 H 2.6525 -18.9157 -0.8334
101 H 5.1399 -20.4220 -0.0449
102 H 4.6684 -20.0668 -1.7021
103 H 3.6779 -21.1610 -0.7390
104 H 2.4066 -18.8792 1.4908
105 C 2.5963 -23.8361 -5.5844
106 C 2.4686 -22.5028 -4.7949
107 O 2.1174 -22.8286 -3.4792
108 O 1.3466 -24.1966 -6.0040
109 H 3.0515 -24.6177 -4.9762
110 H 3.1948 -23.5866 -6.4606
111 H 1.7033 -21.8492 -5.2135
112 H 3.4013 -21.9387 -4.7957
113 H 1.8462 -21.9906 -3.0973
114 H 0.8034 -24.4063 -5.2408
115 C -5.3682 -22.6307 -1.6502
116 C -4.1133 -23.6399 -1.6146
117 O -4.3986 -24.8255 -2.2547
118 O -6.1365 -22.7720 -0.5031
119 H -5.9504 -22.7967 -2.5566
120 H -4.8807 -21.6610 -1.7508
121 H -3.7952 -23.6872 -0.5732
122 H -3.3049 -23.2090 -2.2054
123 H -4.6735 -25.3841 -1.5239
124 H -6.8196 -23.4371 -0.6159
125 C 2.4374 -18.1346 -5.0706
126 C 3.4779 -18.8725 -4.2679
127 O 4.6879 -18.9389 -5.0251
128 O 1.1743 -18.0597 -4.4728
129 H 2.3607 -18.7756 -5.9490
130 H 2.7697 -17.1323 -5.3410
131 H 3.1576 -19.8827 -4.0130
132 H 3.6605 -18.2602 -3.3848
133 H 5.2654 -19.5766 -4.5992
134 H 0.5778 -17.9487 -5.2167
135 C -1.2048 -25.8227 -3.2631
136 C -0.6671 -25.8529 -1.7895
137 O 0.1468 -26.9815 -1.5775
138 O -0.2370 -25.8054 -4.2564
139 H -1.9078 -25.0270 -3.5094
140 H -1.7251 -26.7684 -3.4143
141 H -1.4720 -25.6894 -1.0729
142 H 0.0277 -25.0288 -1.6276
143 H 1.0413 -26.7016 -1.7850
144 H 0.1614 -26.6782 -4.2881

Forces on the atoms, in the same order (eV/Å):
-0.729 0.519 0.173
1.690 -0.241 0.826
0.764 0.118 -0.022
0.297 -0.697 -0.423
0.168 0.041 -0.418
-0.138 -0.146 -0.557
0.137 -0.044 0.121
0.083 0.068 -0.249
-0.151 -0.223 -0.156
-0.357 -0.254 0.924
-0.308 0.322 0.046
-0.336 -0.003 0.219
0.091 -0.071 0.481
-0.061 0.368 0.265
-0.559 -0.122 0.176
-0.018 -0.024 -1.107
-0.441 -0.217 -0.128
-0.306 0.398 0.605
2.827 -0.267 0.138
-1.371 0.487 -0.003
0.739 -0.146 -0.112
-0.538 0.476 -0.348
-3.708 -2.032 1.322
0.039 -0.067 -0.227
0.023 0.100 0.271
0.097 -0.345 0.219
-0.212 -0.208 -0.630
0.053 0.874 -0.089
0.404 -0.682 -0.532
0.188 0.161 0.336
0.498 -0.107 -0.227
-0.015 -0.268 0.680
0.241 -0.375 -1.870
1.005 2.411 0.323
-1.473 -0.194 -0.549
0.458 0.612 -0.098
-0.029 1.690 -1.354
1.735 -0.599 0.196
0.337 0.290 -0.239
-0.240 -0.630 0.481
-0.024 0.248 0.889
-0.277 -0.018 -0.081
-0.176 -0.289 -0.046
-0.470 0.186 -0.219
0.685 -0.176 0.390
-0.042 -0.201 -0.236
-0.278 -0.531 0.544
0.290 0.387 0.047
-0.571 -0.614 -0.007
0.111 0.204 0.151
-0.003 -0.390 0.143
0.744 -0.850 -0.162
1.043 1.040 0.570
-0.582 1.006 0.783
0.539 -0.422 -0.121
-0.995 0.508 0.013
-0.954 -0.483 -0.391
-0.344 0.452 -0.225
-0.368 -0.137 -0.080
0.174 0.168 0.083
0.088 -0.132 0.493
0.200 -0.062 -0.686
0.020 -0.539 -0.153
0.030 -0.122 -0.467
0.223 -0.351 0.346
0.104 -0.034 0.218
0.029 0.250 0.181
0.088 -0.312 -0.373
-0.403 -0.149 0.725
0.031 -0.053 -0.965
0.121 0.950 0.497
0.771 -1.499 -0.679
0.001 0.091 0.586
0.058 0.671 0.164
0.211 -0.774 -0.153
-0.437 0.369 0.415
-0.436 0.474 -0.095
0.252 -0.138 -0.821
0.135 -0.440 0.146
-0.382 0.831 0.251
0.128 0.276 0.216
1.592 -0.250 -1.446
-1.352 -0.387 0.617
0.232 -0.344 1.093
-0.272 -0.385 -0.062
-0.020 0.216 0.023
-0.003 0.208 -0.536
-0.112 0.015 0.073
0.006 0.137 0.305
-0.047 0.189 0.295
-0.053 0.154 -0.385
-0.079 0.215 -0.209
2.159 1.432 -0.885
-0.393 -1.200 -1.314
0.081 0.389 0.197
-1.108 -1.458 1.899
0.038 0.134 0.346
-0.231 -0.150 -0.124
0.036 0.624 -0.108
-0.656 -0.075 -0.025
0.030 -0.150 0.031
-0.057 0.172 -0.042
-0.029 0.045 0.077
0.060 0.241 -0.128
0.591 2.388 0.420
0.902 -1.042 0.061
-0.095 -0.244 0.361
-1.605 -0.692 -1.103
0.358 0.164 0.113
0.127 -0.487 -0.127
-0.149 -0.089 -0.570
0.406 -0.004 -0.170
-0.469 0.141 0.726
-0.126 -0.371 0.307
2.274 -1.439 -0.525
-1.022 2.972 -0.901
-0.320 -1.562 0.642
-0.378 0.534 0.714
0.031 -0.128 -0.188
-0.543 0.507 0.547
0.043 -0.393 0.064
0.205 0.442 0.128
-0.263 -0.826 -0.419
0.014 -0.008 -0.150
1.002 -0.794 -1.569
0.599 0.750 0.718
-0.657 0.140 -0.181
-0.633 -0.376 0.762
-0.051 0.398 -0.637
0.301 -0.060 -0.084
-0.266 0.071 0.205
0.038 -0.343 0.585
0.091 -0.003 0.018
-0.332 0.080 0.205
-0.799 -1.070 1.201
0.740 1.547 -1.484
-0.508 -0.729 0.063
1.254 0.490 -0.495
-0.001 0.186 0.545
-0.614 -0.050 0.370
-0.111 -0.753 0.076
-0.383 0.739 -0.260
0.093 -0.186 0.107
0.216 -0.041 -0.129

Properties
Charge: +1
Orbital gap (alpha / beta) (Eh): 0.328 / 0.105
Electronic energy (Eh): -2659.58724
Spin multiplicity: 2
LUMO level (alpha / beta) (eV): -2.10 / -8.19
<S²>: 0.76



# C2H3NO2S

A single C2H3NO2S molecule at a distorted geometry (ωB97M-V with the def2-TZVPD basis set, the Open Molecules 2025 dataset).

Element x y z (Å)
1 O -2.5939 -1.0993 -0.5147
2 C -1.5482 -0.6854 -0.0692
3 S 0.1235 -1.1182 -0.7401
4 C 0.9600 -0.2740 0.4906
5 N 1.3189 0.9564 0.6314
6 O 0.9686 1.7709 -0.4480
7 H -1.4478 0.0079 0.7413
8 H 1.2625 -0.8365 1.3234
9 H 0.9566 1.2781 -1.4147

Forces on the atoms, in the same order (eV/Å):
1.987 0.578 0.709
-1.340 -1.190 -1.870
-1.466 -0.177 -0.912
1.423 1.640 1.291
-1.218 -0.832 -2.262
0.382 -0.768 -2.494
-0.018 0.584 0.808
0.338 -0.872 1.083
-0.088 1.037 3.647

Properties
Orbital gap (Eh): 0.383
Electronic energy (Eh): -681.32953
SMILES: O=CS/C=N\O
Spin multiplicity: 1
LUMO level (eV): 0.10



# C3H4FNOS

A single C3H4FNOS molecule at a distorted geometry (ωB97M-V with the def2-TZVPD basis set, the Open Molecules 2025 dataset).

Element x y z (Å)
1 O 3.2370 -0.2971 0.3613
2 N 2.4475 0.7115 -0.0335
3 C 1.1974 0.6321 -0.4114
4 S 0.1896 -0.8428 -0.2443
5 C -1.2368 -0.2029 0.5205
6 C -2.3190 -0.2452 -0.2817
7 F -3.4214 0.3568 0.2366
8 H 2.7850 -1.1379 0.6146
9 H 0.8111 1.5426 -1.0157
10 H -1.2602 0.1214 1.5961
11 H -2.4301 -0.6384 -1.3426

Forces on the atoms, in the same order (eV/Å):
-0.253 -0.885 0.819
-1.986 1.086 -1.892
1.669 0.411 0.067
1.222 -0.293 -0.085
-0.972 -0.171 -0.555
0.207 0.950 0.841
-0.186 -0.725 -0.672
-0.433 0.665 -0.350
0.551 -1.519 1.579
-0.049 -0.182 -1.416
0.229 0.662 1.664

Properties
Orbital gap (Eh): 0.363
Electronic energy (Eh): -744.63552
SMILES: O/N=C\S/C=C/F
Spin multiplicity: 1
LUMO level (eV): 0.56



> What is the spin multiplicity in the first record?

2



> The lowest electronic energy belongs to which entry?

C33H92N4O15



> electronic energy of number 2 (C2H3NO2S)?

-681.32953 Eh



> What is the spin multiplicity in the second record?

1